--- A ---
Entry from OMol25: an isolated molecule of C20H21N3O2S (ωB97M-V/def2-TZVPD).

Last column: natural (NBO) charge in e.
Atoms and positions in Å:
O1 -1.64758 1.58352 3.90009  -0.632
C1 -1.84544 1.99750 2.77146  0.774
N1 -3.00371 2.68625 2.53904  -0.607
C2 -3.31474 3.08388 1.25568  0.627
O2 -4.34054 3.81207 1.14043  -0.608
C3 -2.72312 2.35876 0.11602  -0.171
C4 -3.23144 2.53244 -1.39118  -0.450
C5 -2.97464 3.82895 -2.11539  0.067
N2 -1.92845 4.53358 -1.76173  -0.447
C6 -1.58794 5.55615 -2.69455  -0.079
C7 -2.51371 5.64789 -3.64112  -0.380
S1 -3.68449 4.26346 -3.63528  0.352
C8 -1.60928 1.56625 0.44573  0.310
C9 -0.69843 0.80475 -0.54152  -0.275
C10 -1.34799 -0.57504 -0.99278  -0.385
C11 -1.00494 -1.70098 0.06241  -0.394
C12 0.52394 -1.90806 0.25617  -0.259
C13 0.81464 -3.19396 1.05188  -0.030
C14 0.32748 -3.25309 2.36884  -0.209
C15 0.59992 -4.40428 3.21715  -0.212
C16 1.25349 -5.48835 2.73615  -0.220
C17 1.64183 -5.50723 1.35053  -0.206
C18 1.40574 -4.33622 0.55098  -0.210
C19 1.01996 -0.65436 0.93753  -0.374
C20 0.75450 0.59208 -0.01691  -0.410
N3 -1.17019 1.44138 1.76224  -0.607
H1 -3.68882 2.57286 3.18648  0.431
H2 -4.32399 2.39784 -1.29861  0.247
H3 -2.82190 1.69958 -2.01502  0.231
H4 -0.76749 6.30705 -2.70178  0.230
H5 -2.59535 6.44082 -4.42102  0.237
H6 -0.68318 1.41056 -1.40134  0.233
H7 -0.94845 -0.71749 -2.00206  0.208
H8 -2.40030 -0.45859 -1.13149  0.215
H9 -1.49557 -2.57695 -0.38269  0.226
H10 -1.52185 -1.44406 1.09944  0.209
H11 0.99241 -2.00698 -0.75393  0.215
H12 -0.31890 -2.55461 2.90880  0.220
H13 0.27133 -4.62809 4.24015  0.217
H14 1.43096 -6.27233 3.49007  0.214
H15 2.26930 -6.39581 1.13421  0.223
H16 1.88785 -4.31831 -0.46841  0.214
H17 2.08508 -0.63839 1.14808  0.230
H18 0.43765 -0.39831 1.88103  0.176
H19 1.09102 1.48740 0.43582  0.217
H20 1.45228 0.50410 -0.87311  0.221
H21 -0.40203 0.87038 1.89006  0.421

The HOMO-LUMO gap comes out at 9.229 eV. The total charge is 0. The SMILES is O=c1[nH]c(=O)c(Cc2nccs2)c([C@H]2CC[C@@H](c3ccccc3)CC2)[nH]1.

--- B ---
Entry from OMol25: an isolated molecule of C20H21N3O2S (ωB97M-V/def2-TZVPD).

Last column: natural (NBO) charge in e.
Atoms and positions in Å:
C1 3.47755 1.12999 2.16053  -0.408
N1 2.64139 1.84748 1.22069  -0.438
C2 3.43215 2.44963 0.16563  -0.418
C3 1.50503 1.06740 0.72967  -0.122
C4 0.40094 2.05005 0.29310  -0.229
N2 -0.92413 1.49728 0.40507  -0.609
C5 -1.70510 1.24172 -0.66135  0.674
O1 -1.36151 1.44265 -1.81152  -0.637
C6 -3.09919 0.78652 -0.34794  -0.195
C7 -4.09468 1.20370 -1.23041  -0.115
C8 -5.41955 0.88262 -0.99334  -0.257
C9 -5.71198 0.14198 0.14186  0.052
N3 -4.77748 -0.30345 0.95945  -0.426
C10 -3.51404 -0.01165 0.72337  0.082
S1 -2.40497 -0.71931 1.93168  0.265
C11 -1.27030 -1.66801 0.93934  -0.067
C12 -0.11566 -2.11303 1.57113  -0.268
C13 0.76652 -2.93083 0.89224  -0.196
C14 0.50753 -3.29621 -0.41856  -0.219
C15 -0.63844 -2.83963 -1.04552  -0.176
C16 -1.53721 -2.03399 -0.36983  -0.277
C17 1.86158 0.09611 -0.36107  0.330
C18 1.47282 -0.01774 -1.66335  -0.343
C19 2.22506 -1.08636 -2.21057  -0.301
C20 3.01895 -1.53957 -1.20715  0.077
O2 2.80647 -0.83490 -0.08232  -0.438
H1 2.86062 0.75327 2.97511  0.195
H2 4.20587 1.82781 2.57302  0.197
H3 4.01779 0.28821 1.70743  0.180
H4 2.77923 2.97858 -0.52383  0.201
H5 4.11619 3.16801 0.61680  0.202
H6 4.02436 1.71764 -0.40185  0.173
H7 1.12737 0.50026 1.59105  0.211
H8 0.53267 2.35181 -0.74620  0.233
H9 0.47690 2.93089 0.93812  0.218
H10 -1.25601 1.26562 1.33123  0.409
H11 -3.79747 1.78809 -2.08904  0.243
H12 -6.20019 1.20332 -1.66420  0.225
H13 -6.72598 -0.12409 0.40742  0.199
H14 0.07139 -1.82878 2.59591  0.216
H15 1.65927 -3.28001 1.38872  0.218
H16 1.19496 -3.93623 -0.94990  0.217
H17 -0.84602 -3.11865 -2.06732  0.215
H18 -2.44029 -1.70756 -0.86281  0.223
H19 0.72908 0.55687 -2.17473  0.259
H20 2.17726 -1.45617 -3.21411  0.226
H21 3.75126 -2.32135 -1.16162  0.201

The HOMO-LUMO gap comes out at 8.472 eV. The total charge is 0. The SMILES is CN(C)[C@@H](CNC(=O)c1cccnc1Sc1ccccc1)c1ccco1.

--- C ---
Entry from OMol25: an isolated molecule of C20H21N3O2S (ωB97M-V/def2-TZVPD).

Last column: natural (NBO) charge in e.
Atoms and positions in Å:
C1 5.19345 0.88832 1.33801  -0.394
N1 3.87797 0.40161 1.62381  -0.354
C2 2.74286 1.14102 1.51992  -0.052
C3 1.63067 0.31649 1.77647  -0.185
C4 0.29111 0.73140 1.85178  -0.048
C5 -0.80540 -0.08558 1.41554  -0.179
C6 -0.75686 -1.35143 0.80206  -0.047
N2 -1.98751 -1.93611 0.79436  -0.360
C7 -2.29788 -3.21142 0.20956  -0.394
C8 -2.89254 -1.09007 1.43595  0.136
C9 -2.18760 0.06570 1.85224  -0.031
C10 -2.84535 1.01765 2.64164  -0.230
C11 -4.19757 0.79372 2.97776  -0.244
C12 -4.86093 -0.37807 2.55745  -0.222
C13 -4.22338 -1.34101 1.74586  -0.236
C14 2.16226 -1.02112 2.10482  -0.018
C15 3.55932 -0.91419 1.93732  0.132
C16 4.42790 -1.97733 2.11120  -0.239
C17 3.88705 -3.20709 2.52119  -0.224
C18 2.50958 -3.30914 2.76009  -0.245
C19 1.63035 -2.23044 2.57042  -0.221
H1 5.93591 0.16922 1.68505  0.210
H2 5.31099 1.04274 0.25890  0.194
H3 5.35193 1.84552 1.83988  0.208
H4 2.76373 2.20464 1.23904  0.230
H5 -0.09798 1.52420 3.13876  0.485
H6 0.11775 -1.78871 0.35575  0.228
H7 -3.34492 -3.42743 0.38821  0.210
H8 -2.13434 -3.22295 -0.87560  0.200
H9 -1.70823 -4.03407 0.63585  0.204
H10 -2.29228 1.90419 2.95577  0.202
H11 -4.74308 1.50640 3.59817  0.211
H12 -5.90351 -0.54286 2.83267  0.211
H13 -4.71511 -2.25036 1.39914  0.212
H14 5.47072 -1.85523 1.88909  0.206
H15 4.54241 -4.08217 2.68519  0.213
H16 2.10163 -4.27043 3.07011  0.208
H17 0.57755 -2.31439 2.82509  0.224
C20 -0.26893 4.89656 3.35098  -0.879
S1 0.88403 3.65764 2.81092  2.297
N3 -0.01009 2.27835 2.24396  -1.052
O1 1.57678 4.16692 1.62844  -0.920
O2 1.57462 3.06488 3.89263  -0.913
H18 0.27711 5.74161 3.78549  0.278
H19 -0.83942 5.29837 2.52671  0.262
H20 -0.92466 4.52684 4.12879  0.258
H21 -0.41457 2.41848 1.25567  0.469

The HOMO-LUMO gap comes out at 5.665 eV. The total charge is 0.

Result of the stability comparison: C is the least stable of them.

--- A ---
Entry from OMol25: the ion C3H9N2O2 with charge +1 (ωB97M-V/def2-TZVPD).

Last column: Mulliken spin population.
Atoms and positions in Å:
C1 1.12949 1.28581 0.31785  0.051
C2 -0.13655 -0.50533 1.58084  0.021
C3 -0.09601 0.41735 0.36654  0.014
N1 -0.66694 -1.45729 -0.92695  0.739
N2 -0.39177 -0.25815 -0.84171  0.592
O1 -1.13305 -1.86946 -2.09630  0.364
O2 -0.36240 0.45203 -1.97583  0.183
H1 1.91849 0.82209 -0.16838  0.002
H2 1.11233 2.38052 -0.02097  -0.001
H3 1.44965 1.15709 1.39692  -0.007
H4 0.10003 0.08777 2.42101  -0.002
H5 0.62890 -1.30444 1.59374  0.004
H6 -1.18004 -0.88441 1.81048  -0.003
H7 -0.99119 1.10502 0.45067  0.046
H8 -0.88974 -2.83039 -2.10158  -0.007
H9 -0.49122 1.40180 -1.80634  0.003

The spin multiplicity is 3. As for the expectation value of S²: 2.007. The HOMO-LUMO gap (spin up / spin down) comes out at 9.346 / 7.622 eV. The total charge is +1.

--- B ---
Entry from OMol25: the ion C3H9N2O2 with charge +1 (ωB97M-V/def2-TZVPD).

Last column: Mulliken spin population.
Atoms and positions in Å:
C1 -0.87390 0.06715 -0.00320  0.651
C2 -2.11346 -0.69034 -0.30619  -0.024
C3 1.57679 -0.05561 0.43347  -0.039
N1 -1.09763 1.26719 0.43499  0.620
N2 0.26273 -0.60414 0.08557  0.660
O1 1.68672 1.20022 -0.48238  0.127
O2 2.49402 -0.93782 -0.02383  0.000
H1 -2.48687 -0.65092 -1.24178  0.026
H2 -2.82044 -0.46883 0.35488  0.016
H3 -2.03640 -1.70825 -0.28820  0.014
H4 1.77677 0.19223 1.40482  0.007
H5 -1.96914 1.70815 0.12594  -0.010
H6 -0.35535 1.78757 0.84789  -0.026
H7 0.29733 -1.35193 -0.59884  -0.020
H8 2.38316 1.06536 -1.19603  -0.001
H9 3.27566 -0.82003 0.45290  0.000

The spin multiplicity is 3. As for the expectation value of S²: 2.008. The HOMO-LUMO gap (spin up / spin down) comes out at 7.279 / 6.837 eV. The total charge is +1.

Result of the stability comparison: A is the least stable of them.

--- A ---
Entry from OMol25: a cluster of 2 separate species, C12H12 in total (ωB97M-V/def2-TZVPD).

Last column: natural (NBO) charge in e.
Atoms and positions in Å:
C1 3.19344 0.04309 -0.99279  -0.231
C2 3.09629 -0.92893 -0.06837  -0.212
C3 2.16865 -0.96831 1.02430  -0.226
C4 1.28281 0.12036 1.13999  -0.243
C5 1.31684 1.15177 0.16530  -0.218
C6 2.27866 1.18118 -0.85748  -0.206
H1 4.03930 -0.09623 -1.74054  0.230
H2 3.88171 -1.72429 -0.04831  0.212
H3 2.07113 -1.70479 1.74750  0.216
H4 0.77276 0.27148 2.17689  0.244
H5 0.51683 1.94646 0.22804  0.217
H6 2.15364 2.05185 -1.57713  0.226
C7 -2.92990 1.12406 0.19258  -0.226
C8 -1.56653 0.95731 0.30557  -0.193
C9 -0.90878 -0.14728 -0.11206  -0.255
C10 -1.51432 -1.26233 -0.46410  -0.180
C11 -2.95139 -1.26338 -0.49771  -0.210
C12 -3.59574 -0.03585 -0.20439  -0.216
H7 -3.44427 2.10261 0.32553  0.224
H8 -0.90977 1.84669 0.53062  0.182
H9 0.20579 -0.17318 0.08399  0.239
H10 -0.90005 -2.25230 -0.48863  0.210
H11 -3.52944 -2.07369 -0.78176  0.208
H12 -4.72768 -0.16629 -0.08706  0.209

The HOMO-LUMO gap comes out at 9.385 eV. The total charge is 0. The SMILES is c1ccccc1.c1ccccc1.

--- B ---
Entry from OMol25: a structure of composition C12H12 (ωB97M-V/def2-TZVPD).

Last column: natural (NBO) charge in e.
Atoms and positions in Å:
C1 -0.33782 -0.94846 1.52444  -0.212
C2 -1.00354 0.23816 1.30695  -0.203
C3 -1.79159 0.30331 0.14252  -0.243
C4 -1.90046 -0.84506 -0.69774  -0.205
C5 -1.23709 -2.06899 -0.45606  -0.237
C6 -0.42560 -2.04206 0.71424  -0.227
C7 0.30901 1.43572 -1.42036  -0.246
C8 0.13856 0.11708 -1.04440  -0.149
C9 0.91827 -0.41291 -0.02711  -0.231
C10 1.91605 0.36194 0.58854  -0.214
C11 2.08381 1.67647 0.19365  -0.237
C12 1.29076 2.20588 -0.81648  -0.239
H1 0.36191 -1.15288 2.34302  0.225
H2 -0.87524 1.01902 1.93133  0.219
H3 -2.18167 1.24294 -0.22811  0.226
H4 -2.63645 -0.91993 -1.44814  0.231
H5 -1.32835 -2.81896 -1.17656  0.223
H6 0.17109 -2.90807 1.06871  0.240
H7 -0.29228 1.87861 -2.21883  0.210
H8 -0.59264 -0.52852 -1.55421  0.217
H9 0.79167 -1.45097 0.27951  0.225
H10 2.51108 -0.04325 1.39743  0.206
H11 2.84861 2.29794 0.66377  0.211
H12 1.46015 3.25755 -1.10707  0.211

The HOMO-LUMO gap comes out at 8.134 eV. The total charge is 0.

--- C ---
Entry from OMol25: an isolated molecule of C12H12 (ωB97M-V/def2-TZVPD).

Last column: natural (NBO) charge in e.
Atoms and positions in Å:
C1 -1.59564 -1.88557 -0.51175  -0.619
C2 -1.33975 -0.46200 -0.03786  0.040
C3 -1.90008 0.80143 -0.61074  -0.396
C4 -1.27274 1.57630 0.63794  -0.220
C5 0.02217 2.17716 0.14428  -0.251
C6 0.85276 1.09260 -0.02852  0.008
C7 2.19180 1.03143 -0.53833  -0.202
C8 2.91901 -0.05264 -0.28352  -0.191
C9 2.38183 -1.18549 0.38533  -0.266
C10 1.05612 -1.29079 0.61467  -0.097
C11 0.18125 -0.20658 0.40277  -0.146
C12 -1.08816 0.09626 1.31073  -0.171
H1 -1.25303 -2.56000 0.16317  0.214
H2 -1.02909 -2.12551 -1.49065  0.215
H3 -2.63193 -1.90766 -0.91761  0.221
H4 -2.89916 0.71463 -0.77895  0.207
H5 -1.51055 1.17120 -1.50990  0.196
H6 -2.11664 2.06883 1.02548  0.216
H7 -0.04631 3.23237 -0.12084  0.229
H8 2.45986 1.84988 -1.03065  0.200
H9 3.87726 0.00131 -0.62411  0.200
H10 3.19219 -1.84860 0.52410  0.213
H11 0.73571 -2.13752 1.01166  0.186
H12 -1.18688 -0.15105 2.26331  0.212

The HOMO-LUMO gap comes out at 7.700 eV. The total charge is 0. The SMILES is C[C@]12C[C@@H]3C=C4C=CC=C[C@@]41[C@@H]32.

Result of the stability comparison: B is the least stable of them.

--- A ---
Entry from OMol25: a cluster of 2 separate species, C12H12 in total (ωB97M-V/def2-TZVPD).

Last column: natural (NBO) charge in e.
Atoms and positions in Å:
C1 0.77934 1.28915 -1.28727  -0.212
C2 0.42098 0.23203 -2.22721  -0.207
C3 1.50918 -0.34518 -2.98007  -0.204
C4 2.81837 0.37993 -2.88555  -0.202
C5 3.18856 1.14707 -1.84793  -0.236
C6 2.13014 1.69554 -1.15098  -0.198
H1 0.08623 1.54127 -0.59111  0.207
H2 -0.49591 -0.25352 -2.37858  0.207
H3 1.49303 -1.31967 -3.47948  0.217
H4 3.57306 -0.23627 -3.39173  0.199
H5 4.11602 1.79044 -1.82131  0.221
H6 2.49156 2.38183 -0.41571  0.206
C7 -2.02376 -0.96044 3.42671  -0.218
C8 -1.59852 -1.93414 2.45383  -0.205
C9 -1.74362 -1.79898 1.10923  -0.216
C10 -1.68110 -0.43874 0.58252  -0.198
C11 -1.69854 0.59328 1.54842  -0.234
C12 -1.92151 0.33197 2.97660  -0.199
H7 -2.04469 -0.99518 4.45833  0.214
H8 -1.53069 -2.86020 2.94531  0.201
H9 -2.09501 -2.71535 0.48393  0.227
H10 -1.82135 -0.27527 -0.40409  0.203
H11 -1.90985 1.60761 1.12508  0.213
H12 -2.04189 1.14282 3.75108  0.213

The HOMO-LUMO gap comes out at 9.789 eV. The total charge is 0. The SMILES is c1ccccc1.c1ccccc1.

--- B ---
Entry from OMol25: a cluster of 2 separate species, C12H12 in total (ωB97M-V/def2-TZVPD).

Last column: natural (NBO) charge in e.
Atoms and positions in Å:
C1 2.64464 -3.36591 2.18531  -0.228
C2 1.68902 -2.36454 2.39387  -0.203
C3 2.00645 -1.13604 3.02509  -0.227
C4 3.29098 -1.00480 3.56578  -0.212
C5 4.25440 -2.04681 3.50299  -0.218
C6 3.92012 -3.17516 2.71988  -0.205
H1 2.42223 -4.32676 1.70270  0.219
H2 0.68243 -2.58506 2.01472  0.212
H3 1.20159 -0.43102 3.27157  0.222
H4 3.58493 -0.25276 4.30985  0.213
H5 5.18986 -2.05366 4.07786  0.219
H6 4.66995 -3.97282 2.63562  0.207
C7 -3.95093 6.03006 -1.11887  -0.223
C8 -3.22806 7.25812 -0.93180  -0.208
C9 -1.81850 7.37976 -0.85925  -0.222
C10 -1.12246 6.15507 -0.90913  -0.206
C11 -1.81124 4.95310 -1.06470  -0.224
C12 -3.19301 4.86018 -1.10475  -0.210
H7 -5.04475 5.97126 -1.04331  0.222
H8 -3.67490 8.26002 -0.97807  0.208
H9 -1.40535 8.37818 -0.66413  0.222
H10 -0.02579 6.13639 -0.85841  0.212
H11 -1.20736 4.04718 -1.20693  0.212
H12 -3.63545 3.86800 -1.26423  0.216

The HOMO-LUMO gap comes out at 10.318 eV. The total charge is 0. The SMILES is c1ccccc1.c1ccccc1.

--- C ---
Entry from OMol25: a cluster of 2 separate species, C12H12 in total (ωB97M-V/def2-TZVPD).

Last column: natural (NBO) charge in e.
Atoms and positions in Å:
C1 0.76912 1.85981 -8.29366  -0.207
C2 2.19922 1.86655 -8.24327  -0.212
C3 2.86162 1.86705 -7.05566  -0.219
C4 2.19901 1.47311 -5.91124  -0.210
C5 0.80691 1.27763 -5.93951  -0.220
C6 0.08716 1.47301 -7.11259  -0.219
H1 0.22322 2.17784 -9.19169  0.219
H2 2.84923 2.08449 -9.10093  0.211
H3 3.94147 2.05412 -6.98841  0.213
H4 2.78470 1.53881 -4.98482  0.213
H5 0.23972 1.16647 -5.00594  0.215
H6 -1.00990 1.45043 -7.15201  0.216
C7 6.60837 -4.26994 -2.10460  -0.204
C8 5.65651 -5.34722 -2.11006  -0.225
C9 4.29559 -4.98520 -1.91236  -0.211
C10 3.81827 -3.67851 -1.73272  -0.227
C11 4.81420 -2.63150 -1.81179  -0.190
C12 6.18331 -2.93351 -1.95165  -0.239
H7 7.68946 -4.40803 -2.23799  0.215
H8 5.83388 -6.42438 -2.22780  0.225
H9 3.56074 -5.79996 -1.87023  0.206
H10 2.81158 -3.40682 -1.38867  0.222
H11 4.39852 -1.62088 -1.70477  0.210
H12 6.95652 -2.15523 -1.90657  0.218

The HOMO-LUMO gap comes out at 10.076 eV. The total charge is 0. The SMILES is c1ccccc1.c1ccccc1.

Result of the stability comparison: A is the least stable of them.